*P*
10
Properties=species:S:1:pos:R:3 method="wB97M-V/def2-TZVPD" homo_ev=-10.423 smiles="[H]/N=C(/C=O)OC=O" lumo_ha=0.00838 orbital_gap_ev=10.65 total_charge=0
N 1.24 -0.30 -0.93
C 0.29 0.31 -0.39
O -0.77 -0.19 0.37
C -0.54 -1.20 1.24
O 0.51 -1.76 1.40
C -0.06 1.71 -0.84
O -0.97 1.72 -1.63
H 1.28 -1.28 -0.68
H -1.46 -1.42 1.80
H 0.48 2.65 -0.58

---

*Q*
10
Properties=species:S:1:pos:R:3 method="wB97M-V/def2-TZVPD" homo_ev=-10.348 smiles="C1[C@@H]2ON12.O=C=O" lumo_ha=0.02651 orbital_gap_ev=11.07 total_charge=0
C 2.99 0.74 0.29
C -1.58 -0.08 -0.75
C -1.09 -0.82 0.34
N -0.43 0.38 0.15
O 3.18 -0.37 0.15
O 2.85 1.85 0.54
O -1.24 0.14 1.31
H -1.44 -0.33 -1.80
H -2.47 0.43 -0.59
H -0.77 -1.95 0.37

---

Which one is most stable, and which one is least stable? *P* is the most stable of them, while *Q* is the least stable.

---

*P*
10
Properties=species:S:1:pos:R:3 method="wB97M-V/def2-TZVPD" homo_ev=-8.640 smiles="O=COc1co[nH]1" lumo_ha=0.01948 orbital_gap_ev=9.17 total_charge=0
N -1.19 0.94 -1.09
C -0.27 0.37 -0.20
O 1.07 0.38 -0.43
C 1.81 -0.43 0.36
O 1.37 -1.08 1.27
C -1.17 -0.16 0.63
O -2.25 0.06 -0.20
H -0.99 0.69 -2.08
H 2.85 -0.38 0.05
H -1.24 -0.39 1.68

---

*Q*
10
Properties=species:S:1:pos:R:3 method="wB97M-V/def2-TZVPD" homo_ev="-10.874 / -10.874" lumo_ha="-0.10302 / -0.10301" orbital_gap_ev="8.07 / 8.07" total_charge=0
C 0.71 0.34 -0.55
C 0.15 -0.69 -0.30
C 1.66 1.46 -0.64
N -2.12 -1.56 0.88
O -2.92 -2.29 1.38
O -2.16 -0.36 0.82
O -1.11 -2.17 0.26
H 2.60 1.29 -1.16
H 1.15 2.36 -1.15
H 2.04 1.62 0.46

---

*R*
10
Properties=species:S:1:pos:R:3 method="wB97M-V/def2-TZVPD" homo_ev=-10.372 lumo_ha=-0.02732 orbital_gap_ev=9.63 total_charge=0
N 0.17 0.91 -0.32
C -0.32 -0.20 0.12
O 0.60 -0.98 0.53
C 1.79 0.19 0.03
O 2.48 0.67 0.86
C -1.78 -0.59 0.13
O -2.16 -1.67 0.50
H -0.35 1.70 -0.69
H 2.04 -0.24 -0.94
H -2.47 0.20 -0.23

---

Which one is most stable, and which one is least stable? *R* is the most stable of them, while *Q* is the least stable.

---

*P*
10
Properties=species:S:1:pos:R:3 method="wB97M-V/def2-TZVPD" homo_ev=-9.640 smiles="O=CN=O.C=C=O" lumo_ha=-0.03655 orbital_gap_ev=8.65 total_charge=0
C 0.93 0.00 -0.26
C -0.58 1.42 0.33
C 0.45 -0.48 -1.34
N -1.12 0.74 1.34
O -0.12 -0.70 -2.31
O -1.12 -0.42 1.67
O 0.03 2.42 0.09
H 1.55 0.81 -0.38
H -1.71 1.16 -0.32
H 0.98 -0.77 0.51

---

*Q*
10
Properties=species:S:1:pos:R:3 method="wB97M-V/def2-TZVPD" homo_ev=-8.633 smiles="O=CN1OC=CO1" lumo_ha=-0.01030 orbital_gap_ev=8.35 total_charge=0
C -0.72 -1.08 -0.95
C -0.02 -0.12 -1.54
C 0.57 0.77 1.75
N -0.08 0.52 0.61
O 0.36 0.30 2.83
O -0.92 -0.92 0.36
O 0.38 0.87 -0.65
H -1.12 -1.97 -1.39
H 0.27 0.04 -2.56
H 1.28 1.60 1.55

---

Which one is most stable, and which one is least stable? *Q* is the most stable of them, while *P* is the least stable.

---

*P*
19
Properties=species:S:1:pos:R:3 method="wB97M-V/def2-TZVPD" homo_ev=-9.747 smiles=CC1CC2(CC2)C1 lumo_ha=0.04248 orbital_gap_ev=10.90 total_charge=0
C 0.67 1.15 2.13
C -0.36 0.60 1.16
C -0.17 1.03 -0.32
C -0.15 -0.45 -0.72
C -0.87 -1.01 -1.91
C 0.62 -1.18 -1.77
C -0.20 -0.89 0.74
H 0.56 2.23 2.26
H 1.69 0.96 1.76
H 0.59 0.68 3.12
H -1.37 0.81 1.52
H -1.00 1.60 -0.75
H 0.76 1.58 -0.51
H -1.20 -0.27 -2.64
H -1.52 -1.87 -1.82
H 1.30 -0.67 -2.45
H 0.95 -2.17 -1.46
H 0.76 -1.31 1.06
H -1.00 -1.57 1.04

---

*Q*
19
Properties=species:S:1:pos:R:3 method="wB97M-V/def2-TZVPD" homo_ev=-8.979 smiles="C[C@@H]1C=C[C@H](C)C1" lumo_ha=0.04555 orbital_gap_ev=10.22 total_charge=0
C -2.57 -0.21 0.05
C -1.18 0.41 -0.01
C -0.09 -0.37 0.75
C 1.20 0.19 0.14
C 2.50 -0.45 0.59
C 0.79 0.32 -1.31
C -0.53 0.56 -1.38
H -2.56 -1.23 -0.33
H -2.94 -0.24 1.08
H -3.29 0.37 -0.54
H -1.23 1.42 0.45
H -0.16 -0.30 1.84
H -0.17 -1.43 0.46
H 1.24 1.28 0.33
H 2.53 -1.53 0.43
H 2.63 -0.28 1.67
H 3.37 0.00 0.10
H 1.52 0.46 -2.11
H -1.04 1.03 -2.21

---

*R*
19
Properties=species:S:1:pos:R:3 method="wB97M-V/def2-TZVPD" homo_ev=-9.114 smiles="C=CCC(=C)CC" lumo_ha=0.03719 orbital_gap_ev=10.13 total_charge=0
C -1.28 -0.17 1.64
C -1.19 0.90 0.50
C 0.23 1.14 -0.16
C 0.72 2.40 -0.36
C 1.05 -0.08 -0.72
C 0.68 -1.51 -0.30
C 0.11 -2.59 -0.93
H -1.47 -1.19 1.39
H -2.27 0.11 2.21
H -0.44 0.11 2.46
H -1.99 0.68 -0.22
H -1.47 1.81 1.04
H 0.09 3.28 -0.26
H 1.83 2.55 -0.56
H 0.93 -0.03 -1.77
H 2.15 0.04 -0.68
H 0.57 -1.64 0.80
H -0.24 -3.50 -0.48
H 0.42 -2.76 -1.98

---

Which one is most stable, and which one is least stable? *Q* is the most stable of them, while *R* is the least stable.

---

*P*
19
Properties=species:S:1:pos:R:3 method="wB97M-V/def2-TZVPD" homo_ev=-8.208 lumo_ha=0.01577 orbital_gap_ev=8.64 total_charge=0
C 1.78 -0.53 -1.08
C 1.28 0.72 -0.39
C -0.16 1.18 -0.44
C -1.25 0.19 -0.83
C -1.52 -0.75 0.33
C -0.30 -0.60 1.23
C 0.44 0.69 0.87
H 2.02 -0.31 -2.13
H 2.69 -0.90 -0.60
H 1.05 -1.34 -1.08
H 2.00 1.53 -0.41
H -0.35 2.24 -0.60
H -2.16 0.67 -1.19
H -0.93 -0.47 -1.65
H -2.55 0.54 1.30
H -2.67 -0.22 1.06
H 0.30 -1.50 1.04
H -0.57 -0.65 2.29
H 0.68 1.38 1.67

---

*Q*
19
Properties=species:S:1:pos:R:3 method="wB97M-V/def2-TZVPD" homo_ev=-7.827 lumo_ha=0.03638 orbital_gap_ev=8.82 total_charge=0
C -0.22 1.80 -1.34
C -0.98 0.53 -1.49
C 0.16 -1.18 -0.76
C 1.02 -1.35 0.50
C 0.75 -0.12 1.37
C -0.74 0.18 1.14
C -1.08 -0.31 -0.29
H 0.31 2.08 -2.25
H -1.06 2.52 -1.27
H 0.42 1.98 -0.46
H 0.71 -0.65 -1.55
H -0.16 -2.12 -1.21
H 0.70 -2.25 1.03
H 2.08 -1.46 0.24
H 1.00 -0.30 2.42
H 1.37 0.72 1.03
H -0.97 1.24 1.29
H -1.34 -0.38 1.87
H -1.98 -0.93 -0.30

---

*R*
19
Properties=species:S:1:pos:R:3 method="wB97M-V/def2-TZVPD" homo_ev=-7.563 smiles="C=C/C=C(/C)CC" lumo_ha=0.00833 orbital_gap_ev=7.79 total_charge=0
C 0.05 0.18 2.52
C -0.54 0.02 1.14
C 0.12 0.47 -0.09
C -0.02 -0.14 -1.32
C -0.09 -1.55 -1.50
C -0.23 -2.12 -2.76
C 0.66 1.99 0.06
H 0.69 1.17 2.58
H 0.69 -0.64 2.94
H -0.75 0.45 3.21
H -0.97 -1.09 1.02
H -1.49 0.66 1.44
H 0.42 0.62 -2.06
H -0.23 -2.28 -0.76
H 0.28 -2.92 -3.09
H -1.02 -1.73 -3.48
H 0.02 2.54 0.78
H 0.77 2.39 -1.03
H 1.63 1.98 0.41

---

Which one is most stable, and which one is least stable? *Q* is the most stable of them, while *P* is the least stable.

---

*P*
19
Properties=species:S:1:pos:R:3 method="wB97M-V/def2-TZVPD" homo_ev=-9.332 smiles=CC#CCCCC lumo_ha=0.03976 orbital_gap_ev=10.41 total_charge=0
C 2.06 0.39 -2.44
C 0.57 0.20 -2.15
C 0.31 0.10 -0.65
C -1.17 -0.05 -0.28
C -1.31 -0.19 1.18
C -1.30 -0.31 2.38
C -1.25 -0.45 3.83
H 2.41 1.36 -2.07
H 2.66 -0.38 -1.94
H 2.28 0.34 -3.51
H 0.00 1.03 -2.58
H 0.21 -0.72 -2.64
H 0.70 1.00 -0.15
H 0.86 -0.75 -0.24
H -1.74 0.82 -0.63
H -1.60 -0.93 -0.78
H -0.22 -0.29 4.20
H -1.57 -1.45 4.15
H -1.89 0.29 4.33

---

*Q*
19
Properties=species:S:1:pos:R:3 method="wB97M-V/def2-TZVPD" homo_ev=-9.085 lumo_ha=0.04153 orbital_gap_ev=10.22 total_charge=0
C -2.37 -0.36 -0.23
C -1.18 0.56 0.04
C -0.10 -0.05 0.97
C 1.30 0.38 0.41
C 2.36 -0.70 0.55
C 1.01 0.75 -1.10
C -0.32 0.81 -1.18
H -2.02 -1.28 -0.70
H -2.88 -0.62 0.70
H -3.09 0.12 -0.89
H -1.55 1.50 0.46
H -0.26 0.22 2.03
H -0.18 -1.15 0.91
H 1.64 1.28 0.97
H 2.05 -1.59 0.00
H 2.55 -0.98 1.59
H 3.30 -0.34 0.10
H 0.48 0.60 -2.29
H -0.74 0.85 -2.35

---

Which one is most stable, and which one is least stable? *P* is the most stable of them, while *Q* is the least stable.

---

*P*
19
Properties=species:S:1:pos:R:3 method="wB97M-V/def2-TZVPD" homo_ev="-6.590 / -6.591" lumo_ha="0.03856 / 0.03856" orbital_gap_ev="7.64 / 7.64" total_charge=0
C -0.35 1.29 -0.65
C -0.77 1.67 0.72
C -0.78 -1.82 0.62
C -0.47 -0.03 -1.25
C 1.25 0.19 -0.64
C -0.71 -1.33 -0.78
C 1.90 0.13 0.52
H -0.14 2.09 -1.36
H -0.48 0.03 -2.33
H 1.81 0.15 -1.56
H -0.70 -2.09 -1.55
H 0.11 1.98 1.31
H -1.25 0.89 1.30
H -1.47 2.51 0.67
H 0.16 -1.61 1.16
H -1.59 -1.37 1.18
H -0.91 -2.90 0.63
H 2.97 0.01 0.53
H 1.42 0.20 1.48

---

*Q*
19
Properties=species:S:1:pos:R:3 method="wB97M-V/def2-TZVPD" homo_ev=-8.516 lumo_ha=0.03874 orbital_gap_ev=9.57 total_charge=0
C -2.14 -0.52 0.93
C -1.32 -0.52 -0.36
C -0.24 0.46 -1.14
C 1.09 1.11 -0.93
C 1.47 0.98 0.53
C 0.97 -0.46 0.77
C 0.11 -0.84 -0.47
H -3.06 0.07 0.80
H -2.46 -1.54 1.19
H -1.60 -0.12 1.79
H -1.94 -0.82 -1.20
H -0.53 0.46 -2.19
H 1.79 -0.04 -1.48
H 1.27 2.10 -1.40
H 2.55 1.06 0.63
H 1.03 1.72 1.21
H 0.43 -0.57 1.72
H 1.81 -1.15 0.79
H 0.77 -1.38 -1.19

---

*R*
19
Properties=species:S:1:pos:R:3 method="wB97M-V/def2-TZVPD" homo_ev=-9.311 smiles=CC#CCCCC lumo_ha=0.03992 orbital_gap_ev=10.40 total_charge=0
C -3.01 0.08 0.31
C -1.76 -0.28 -0.48
C -0.72 0.84 -0.47
C 0.55 0.47 -1.27
C 1.64 0.02 -0.41
C 2.49 -0.38 0.35
C 3.44 -0.93 1.31
H -2.78 0.25 1.37
H -3.47 1.00 -0.08
H -3.77 -0.71 0.26
H -1.31 -1.20 -0.07
H -2.03 -0.51 -1.52
H -0.45 1.08 0.56
H -1.18 1.74 -0.89
H 0.31 -0.34 -1.98
H 0.89 1.32 -1.89
H 4.12 -0.16 1.70
H 4.05 -1.71 0.84
H 2.90 -1.37 2.15

---

*S*
19
Properties=species:S:1:pos:R:3 method="wB97M-V/def2-TZVPD" homo_ev=-7.319 lumo_ha=0.02671 orbital_gap_ev=8.05 total_charge=0
C 0.33 -2.00 -2.04
C 0.99 -1.16 -1.63
C -0.01 1.67 0.73
C 0.91 0.78 -0.09
C 0.34 -0.67 0.00
C -0.67 -0.56 1.15
C -1.26 0.84 0.96
H -0.22 -2.78 -2.73
H 1.86 -0.50 -1.37
H 0.33 2.04 1.80
H -0.25 2.63 0.08
H 1.94 0.84 -0.09
H 0.58 1.12 -1.14
H 1.21 -1.38 0.33
H -0.27 -1.05 -0.89
H -0.25 -0.73 2.10
H -1.72 -1.15 1.13
H -1.98 1.07 1.72
H -1.87 0.99 -0.02

---

Which one is most stable, and which one is least stable? *R* is the most stable of them, while *S* is the least stable.

---

*P*
19
Properties=species:S:1:pos:R:3 method="wB97M-V/def2-TZVPD" homo_ev=-8.441 smiles="C[C@@H]1C=C[C@H](C)C1" lumo_ha=0.04228 orbital_gap_ev=9.59 total_charge=0
C -2.54 -0.32 -0.03
C -1.25 0.49 0.01
C -0.13 -0.10 0.89
C 1.19 0.45 0.29
C 2.36 -0.53 0.35
C 0.77 0.77 -1.11
C -0.56 0.68 -1.34
H -2.35 -1.32 -0.45
H -2.97 -0.45 0.97
H -3.29 0.17 -0.66
H -1.49 1.50 0.39
H -0.23 0.12 1.95
H -0.15 -1.20 0.78
H 1.47 1.39 0.77
H 2.11 -1.49 -0.12
H 2.63 -0.73 1.39
H 3.24 -0.13 -0.16
H 1.46 0.89 -1.94
H -0.26 -0.17 -1.99

---

*Q*
19
Properties=species:S:1:pos:R:3 method="wB97M-V/def2-TZVPD" homo_ev=-9.281 smiles="C=CCC(=C)CC" lumo_ha=0.04165 orbital_gap_ev=10.41 total_charge=0
C -1.40 0.05 1.50
C 0.10 -0.14 1.26
C 0.40 -0.94 0.02
C 0.36 -2.27 0.03
C 0.82 -0.21 -1.24
C 0.02 1.02 -1.47
C 0.37 2.25 -1.16
H -1.56 0.95 2.10
H -1.83 -0.78 2.04
H -1.91 0.18 0.55
H 0.66 0.78 1.20
H 0.52 -0.70 2.11
H 0.12 -2.81 0.94
H 0.56 -2.85 -0.86
H 1.90 -0.04 -1.18
H 0.73 -0.90 -2.09
H -1.02 0.82 -1.73
H -0.27 3.13 -1.13
H 1.40 2.45 -0.89

---

*R*
19
Properties=species:S:1:pos:R:3 method="wB97M-V/def2-TZVPD" homo_ev=-9.058 smiles="C=C1CC1.C=CC" lumo_ha=0.04313 orbital_gap_ev=10.23 total_charge=0
C 1.57 -2.08 -1.05
C 1.62 -0.67 -0.54
C 1.14 0.37 -1.21
C -1.38 0.58 0.69
C -0.46 1.16 1.66
C -1.61 1.97 1.07
C -1.77 -0.48 0.01
H 2.43 -2.29 -1.69
H 0.66 -2.26 -1.63
H 1.59 -2.81 -0.23
H 2.11 -0.50 0.42
H 1.24 1.40 -0.86
H 0.61 0.25 -2.16
H 0.55 1.41 1.37
H -0.55 0.85 2.70
H -1.38 2.76 0.37
H -2.47 2.19 1.70
H -1.21 -1.41 0.00
H -2.67 -0.45 -0.59

---

*S*
19
Properties=species:S:1:pos:R:3 method="wB97M-V/def2-TZVPD" homo_ev=-8.150 smiles="C=C(C)C(=C)CC" lumo_ha=0.02529 orbital_gap_ev=8.84 total_charge=0
C 1.22 1.34 -1.45
C 1.37 0.11 -0.55
C 0.32 0.13 0.56
C 0.58 0.89 1.65
C -1.73 -0.80 1.55
C -0.90 -0.72 0.49
C -1.29 -1.29 -0.87
H 1.11 2.22 -0.80
H 0.29 1.32 -2.04
H 2.07 1.48 -2.12
H 1.10 -0.79 -1.12
H 2.37 -0.12 -0.19
H 1.31 1.68 1.50
H 0.40 0.56 2.67
H -2.43 -1.62 1.68
H -1.58 -0.17 2.41
H -1.52 -0.42 -1.49
H -0.48 -1.96 -1.12
H -2.22 -1.85 -0.76

---

Which one is most stable, and which one is least stable? *Q* is the most stable of them, while *R* is the least stable.

---

*P*
19
Properties=species:S:1:pos:R:3 method="wB97M-V/def2-TZVPD" homo_ev=-8.232 smiles="C/C=C/C=C/CC" lumo_ha=0.03860 orbital_gap_ev=9.28 total_charge=0
C -2.55 2.09 0.04
C -1.81 1.17 1.07
C -0.73 0.33 0.44
C 0.56 0.49 0.67
C 1.61 -0.43 0.20
C 1.44 -1.45 -0.65
C 2.55 -2.35 -1.13
H -3.63 2.02 0.19
H -2.35 3.16 0.12
H -2.29 1.77 -0.97
H -2.56 0.51 1.48
H -1.46 1.86 1.84
H -1.17 -0.49 -0.12
H 1.01 1.31 1.21
H 2.64 -0.41 0.54
H 0.48 -1.73 -1.08
H 2.56 -3.25 -0.50
H 3.46 -1.79 -1.26
H 2.26 -2.81 -2.08

---

*Q*
19
Properties=species:S:1:pos:R:3 method="wB97M-V/def2-TZVPD" homo_ev=-9.183 lumo_ha=0.01871 orbital_gap_ev=9.69 total_charge=0
C -2.18 -0.24 -0.32
C -1.07 0.66 0.20
C -0.08 -0.13 1.16
C 1.36 0.35 0.78
C 2.40 -0.75 0.65
C 0.79 0.94 -0.44
C -0.25 1.36 -0.99
H -1.78 -1.07 -0.90
H -2.76 -0.65 0.52
H -2.86 0.32 -0.96
H -1.50 1.50 0.75
H -0.31 0.01 2.22
H -0.15 -1.20 0.93
H 1.71 1.14 1.46
H 2.06 -1.54 -0.02
H 2.59 -1.19 1.64
H 3.35 -0.36 0.27
H -0.50 0.56 -3.18
H -0.84 0.30 -3.79

---

*R*
19
Properties=species:S:1:pos:R:3 method="wB97M-V/def2-TZVPD" homo_ev=-8.361 smiles="C=C(/C=C/C)CC" lumo_ha=0.04125 orbital_gap_ev=9.48 total_charge=0
C 0.66 -2.62 0.04
C 0.81 -1.18 -0.53
C -0.52 -0.46 -0.46
C -1.63 -0.99 -0.98
C 0.25 3.08 0.84
C 0.43 1.60 0.49
C -0.63 0.87 0.18
H -0.02 -2.58 0.89
H 1.64 -3.05 0.18
H 0.15 -3.20 -0.73
H 1.56 -0.73 0.12
H 1.17 -1.14 -1.56
H -1.63 -1.91 -1.55
H -2.57 -0.52 -0.72
H 1.11 3.72 1.05
H -0.16 3.42 -0.11
H -0.45 3.31 1.65
H 1.45 1.27 0.67
H -1.63 1.12 0.53

---

Which one is most stable, and which one is least stable? *P* is the most stable of them, while *Q* is the least stable.

---

*P*
15
Properties=species:S:1:pos:R:3 method="wB97M-V/def2-TZVPD" homo_ev=-15.038 lumo_ha=-0.11859 orbital_gap_ev=11.81 total_charge=+1
C 0.86 -0.50 0.84
C 1.72 0.30 1.36
N -0.41 -0.09 0.03
H 0.73 -1.58 0.98
H 2.25 -0.13 2.16
H 1.95 1.28 0.97
H -0.26 0.85 -0.34
H -0.71 -0.86 -0.60
H -1.23 -0.05 0.74
H -1.69 2.56 0.72
H -2.25 2.64 -0.63
O -1.58 2.20 -0.15
H 0.95 -2.34 -1.76
H -0.40 -2.36 -2.50
O 0.07 -1.92 -1.81

---

*Q*
15
Properties=species:S:1:pos:R:3 method="wB97M-V/def2-TZVPD" homo_ev=-15.662 lumo_ha=-0.16602 orbital_gap_ev=11.14 total_charge=+1
C -1.30 -0.51 2.12
C -0.41 -1.14 -0.02
N -0.65 -0.22 0.83
H -0.57 -0.31 2.89
H -2.14 0.19 2.22
H -1.78 -1.49 2.11
H -1.12 -1.94 -0.15
H 0.42 -1.05 -0.69
H -0.16 0.69 0.67
H 2.22 -0.72 -2.26
H 1.38 -0.33 -3.43
O 1.30 -0.56 -2.50
H 0.35 2.95 0.19
H 1.33 1.97 -0.50
O 0.57 2.02 0.09

---

Which one is most stable, and which one is least stable? *Q* is the most stable of them, while *P* is the least stable.

---

*P*
15
Properties=species:S:1:pos:R:3 method="wB97M-V/def2-TZVPD" homo_ev=-15.022 lumo_ha=-0.11817 orbital_gap_ev=11.81 total_charge=+1
C -1.09 0.31 0.18
C -2.09 0.97 -0.34
N 0.23 0.98 0.37
H -1.06 -0.56 0.82
H -3.08 0.53 -0.27
H -2.04 1.83 -0.99
H 0.85 0.48 1.02
H 0.20 1.98 0.59
H 0.75 0.89 -0.51
H 1.69 -1.99 1.83
H 0.34 -2.61 2.13
O 0.76 -1.93 1.59
H 2.08 -0.80 -2.06
H 1.07 0.14 -2.60
O 1.38 -0.21 -1.75

---

*Q*
15
Properties=species:S:1:pos:R:3 method="wB97M-V/def2-TZVPD" homo_ev=-14.416 lumo_ha=-0.11679 orbital_gap_ev=11.24 total_charge=+1
C -0.69 -0.09 0.60
C -1.52 -1.07 0.30
N 0.36 0.43 -0.28
H -0.58 0.23 1.63
H -2.40 -1.12 0.92
H -1.32 -1.90 -0.35
H 0.89 1.18 0.18
H 0.08 0.98 -1.12
H 0.99 -0.32 -0.50
H 1.87 -2.51 2.39
H 2.45 -1.20 2.22
O 1.75 -1.74 1.82
H -1.11 2.82 -2.19
H -0.31 2.17 -3.30
O -0.46 2.13 -2.34

---

Which one is most stable, and which one is least stable? *P* is the most stable of them, while *Q* is the least stable.